# C5H12N2

A gas-phase ion, C5H12N2 (charge +2) at a distorted geometry (ωB97M-V/def2-TZVPD, OMol25).

Computed properties:
M   100.2 g/mol
Total charge   +2
E_HOMO   -0.793 hartree
SMILES   C/[NH+]=C1/C[N+]1(C)C
ΔE to the lowest compared entry with this formula, charge and spin   399.1 kJ/mol

Geometry as XYZ:
```
19
C5H12N2, DFT ωB97M-V/def2-TZVPD
C -0.084 -0.845 -0.048
C 0.151 -1.056 1.354
C -0.438 -0.710 -2.505
C -0.964 1.297 1.136
C 1.470 0.985 0.606
N -0.469 -1.321 -1.198
N 0.136 0.359 0.740
H -0.644 -1.231 1.952
H 1.012 -1.348 1.821
H -1.365 -0.683 -2.940
H 0.082 -1.382 -3.195
H -0.026 0.200 -2.370
H -1.936 0.897 1.119
H -0.876 1.361 2.243
H -0.715 2.352 0.858
H 1.642 1.560 -0.392
H 1.630 1.611 1.429
H 2.246 0.263 0.539
H -0.853 -2.308 -1.150
```